No. 1
# C20H39BrCdNO4PS3

A structure of composition C20H39BrCdNO4PS3 (the ωB97M-V functional and the def2-TZVPD basis, the OMol25 dataset).

Summary:
E_LUMO ... 0.14843 Ha
Frontier orbital gap ... 6.127 eV
Largest force on an atom ... 1.4 eV/A

ORCA input file:
```
! RIJCOSX wB97M-V def2-TZVPD def2/J DEFGRID3
* xyz -2 1
Cd 0.6885 -2.4199 -0.2223
Br 3.1370 -2.3322 -1.0273
S 1.2009 -1.6064 5.8410
S 2.8942 -1.8111 2.6535
S 0.0921 -0.4616 2.8125
P -0.5608 0.4648 -1.5881
O 0.1819 -3.5745 1.5002
O -1.2120 -5.1978 2.1236
O -1.6016 -5.8359 -0.5492
O -0.2886 -4.1277 -1.1160
N 0.0437 -0.4117 -0.5086
C 0.1791 -0.1030 5.6554
C -2.1450 1.6095 0.4295
C 2.8828 -1.0159 5.4221
C -2.2599 1.2664 -1.0617
C 3.6036 -1.7942 4.3274
C -0.6368 -4.5377 1.2620
C 0.6227 1.9618 -1.9979
C 0.3645 2.7992 -3.2502
C -1.7495 0.4034 -4.3232
C 1.5247 0.6681 2.7507
C 2.7807 -0.0513 2.2273
C -2.7742 2.4713 -1.8476
C 2.0445 1.3832 -2.0371
C -0.9112 -0.3622 -3.2978
C -0.6735 0.0036 4.3902
C 0.4769 -0.6495 -3.8943
C 0.5706 2.8827 -0.7715
C -0.8834 -4.8822 -0.2594
C -3.2867 0.1298 -1.1489
C -1.5623 -1.7340 -3.0614
H 2.7641 -0.0741 1.1355
H 1.1467 -1.0515 -3.1297
H -2.8649 -0.7799 -0.7167
H -1.6510 2.5636 0.6080
H -1.0729 -2.2784 -2.2570
H 1.4481 3.5391 -0.7529
H -2.6239 -1.6685 -2.8316
H -0.4861 -0.1099 6.5217
H 0.8471 0.7530 5.7577
H -0.3153 3.5170 -0.7679
H 2.3046 0.9701 -3.0103
H 0.9300 0.2410 -4.3318
H -1.0689 1.0219 4.3191
H -1.5104 -0.6940 4.4447
H -3.1412 1.6627 0.8854
H 4.6305 -1.4202 4.2618
H -1.5785 0.8202 0.9275
H 0.3874 -1.4015 -4.6843
H 2.8111 0.0404 5.1682
H 2.7775 2.1632 -1.7988
H -2.1606 3.3574 -1.6830
H 0.5804 2.2722 0.1316
H -1.4582 -2.3407 -3.9665
H -2.7949 0.4776 -4.0189
H 2.1403 0.5850 -1.2966
H -2.8077 2.2748 -2.9206
H 3.6342 -2.8548 4.5830
H 1.6803 1.0695 3.7523
H -1.7210 -0.1492 -5.2695
H 3.4680 -1.1045 6.3414
H 3.6914 0.4569 2.5553
H -3.7922 2.7110 -1.5168
H 1.0648 3.6438 -3.2615
H -1.3714 1.4098 -4.5085
H 1.2722 1.4929 2.0838
H 0.5274 2.2255 -4.1628
H -3.5954 -0.0688 -2.1752
H -0.6496 3.2022 -3.2717
H -4.1847 0.3904 -0.5776
*
```

No. 2
# C20H39FN2O4

A cluster of 3 separate species, C20H39FN2O4 in total (the ωB97M-V functional and the def2-TZVPD basis, the OMol25 dataset).

Summary:
E_LUMO ... 0.01856 Ha
Frontier orbital gap ... 9.943 eV
Largest force on an atom ... 5.5 eV/A

ORCA input file:
```
! RIJCOSX wB97M-V def2-TZVPD def2/J DEFGRID3
* xyz 0 1
F -3.4667 -1.7688 1.4477
O -4.7566 2.7288 -5.7753
O 1.8986 -0.1525 0.6928
O 5.9957 -3.4004 2.5057
O -1.6371 1.9756 2.7051
N 0.3646 3.5678 0.6514
N -2.9224 3.0503 -0.5033
C -2.0899 0.8365 2.0045
C -3.8209 3.2452 -4.8407
C -6.1221 2.9959 -5.5071
C 0.2261 0.6499 -1.2744
C 2.3492 -1.3250 2.8728
C 6.0459 -3.8698 0.0909
C 5.9381 -4.7516 2.9330
C -0.2021 1.0286 0.1799
C -2.4721 -0.2844 -0.2306
C 2.8706 -0.4480 1.6933
C -6.4562 4.4769 -5.4512
C 6.6660 -3.1556 1.2804
C 0.6693 0.2686 1.2448
C -4.0075 2.7179 -3.4283
C 0.1753 2.5071 0.3542
C 7.3027 -5.3845 3.1444
C -2.5485 2.4200 3.7010
C -2.4151 2.1746 -0.0269
C -2.4327 -1.6405 0.5126
C -1.7434 0.8991 0.4805
H 6.6120 -2.0786 1.1133
H -5.9210 4.9874 -4.6493
H -2.8349 2.9482 -5.2020
H -2.3341 1.9576 4.6896
H 6.0795 -4.9545 0.2028
H -3.8379 4.3400 -4.8531
H -2.6410 -2.4229 -0.2470
H 5.3356 -5.3438 2.2354
H 7.1927 -6.4065 3.5106
H 7.7289 -3.4015 1.3733
H 4.9975 -3.5842 -0.0215
H 7.8851 -5.4200 2.2226
H -3.2417 3.1195 -2.7700
H 7.8789 -4.8122 3.8742
H -4.9784 2.9935 -3.0143
H -2.3621 3.5050 3.8405
H 1.8001 -0.6747 3.5859
H 6.5801 -3.6133 -0.8255
H 1.5886 -2.0467 2.5082
H -6.1835 4.9644 -6.3895
H 0.0842 -0.6293 1.5320
H 3.3291 0.4710 2.1150
H 3.1545 -1.8654 3.3948
H 0.5727 -0.3900 -1.3836
H -3.9444 1.6260 -3.4184
H 1.0402 1.3338 -1.5722
H -7.5254 4.6173 -5.2827
H -3.6077 2.3145 3.4025
H 3.6719 -1.0192 1.1840
H 0.7807 0.8711 2.1705
H -6.6870 2.5345 -6.3191
H -0.6198 0.8839 -1.9520
H -1.6606 -0.0584 2.5031
H -6.4329 2.4898 -4.5863
H -2.1589 -0.4695 -1.2704
H -3.1938 0.7200 2.0646
H -1.4602 -1.9042 0.9602
H 5.3980 -4.7475 3.8814
H -3.5446 -0.0018 -0.2860
*
```

No. 3
# C20H39IIrNOP2

A structure of composition C20H39IIrNOP2 (the ωB97M-V functional and the def2-TZVPD basis, the OMol25 dataset).

Summary:
E_LUMO (spin up / spin down) ... -0.33212 / -0.47210 Ha
Frontier orbital gap (spin up / spin down) ... 7.986 / 5.465 eV
Largest force on an atom ... 5.3 eV/A
<S²> ... 8.791

ORCA input file:
```
! RIJCOSX wB97M-V def2-TZVPD def2/J DEFGRID3
* xyz 3 6
Ir -1.2275 -1.8070 -0.8195
I -0.6099 -3.7116 -2.3195
P -3.1175 -0.4048 -0.1207
P -0.1870 -1.9728 1.3075
O -0.1644 -0.2973 -3.2863
N 0.2556 1.0690 -0.7664
C -1.2906 2.2606 -2.3080
C 4.3096 0.7490 0.4682
C 3.9801 2.6311 2.1576
C 4.7284 -1.0835 -1.1600
C 0.3916 -0.7188 2.4433
C -0.0597 2.4157 -1.3864
C -1.1734 -2.9631 2.4504
C -2.5918 -3.2311 -0.3396
C 3.7878 -0.1204 -0.4928
C 1.1760 2.8142 -2.2098
C 2.0893 1.6324 0.8066
C 1.2642 -2.9896 0.9567
C -0.3563 3.3959 -0.2413
C -4.0091 -0.5146 -1.6977
C 3.4498 1.6584 1.1139
C -0.5617 -0.7887 -2.2937
C -3.1611 1.2656 0.5295
C -4.1521 -1.2299 1.1377
C 1.5171 0.8789 -0.2868
C 2.4249 -0.1330 -0.7716
H 2.0372 -2.3465 0.5263
H 1.6072 -3.4842 1.8753
H -2.9297 1.9068 -0.3154
H -4.1858 1.4300 0.9033
H 5.4719 -0.5427 -1.7623
H -0.1669 0.2113 2.3605
H 2.0887 -0.8774 -1.4929
H -0.8359 4.3276 -0.5836
H 2.0578 2.9566 -1.5839
H 5.3880 0.7228 0.7035
H 5.2848 -1.6658 -0.4073
H 0.3399 -1.0944 3.4723
H 1.4197 2.0064 -2.9045
H -0.9621 1.7754 -3.2374
H 4.6991 2.1374 2.8385
H -3.3723 -0.2207 -2.5397
H -1.2162 -3.9634 2.0421
H 1.0079 -3.7406 0.2025
H -4.3366 -1.5448 -1.8539
H -0.9914 2.9208 0.5413
H -2.4283 1.3896 1.3304
H -4.8804 -0.4671 1.4136
H -2.1803 -2.6238 2.6315
H 3.1436 3.0602 2.7440
H 4.5426 3.4561 1.6774
H -4.8709 0.1507 -1.6134
H 1.0495 3.7447 -2.7638
H -3.6040 -1.5794 2.0151
H -2.6134 -2.7861 0.6432
H -0.6263 -2.9811 3.3820
H 1.4021 2.2625 1.3780
H -3.4250 -3.2320 -1.0453
H 4.1856 -1.7757 -1.8109
H 0.5722 3.6931 0.2466
H -2.0916 1.5988 -1.9472
H -4.6516 -2.0694 0.6487
H 1.4233 -0.5101 2.1597
H -2.3233 -4.2772 -0.1830
H -1.7413 3.2271 -2.5627
*
```

No. 4
# C20H39IO6

A cluster of 3 separate species, C20H39IO6 in total (the ωB97M-V functional and the def2-TZVPD basis, the OMol25 dataset).

Summary:
E_LUMO ... 0.01177 Ha
Frontier orbital gap ... 9.930 eV
Largest force on an atom ... 4.4 eV/A

ORCA input file:
```
! RIJCOSX wB97M-V def2-TZVPD def2/J DEFGRID3
* xyz 0 1
I 5.9019 2.0121 1.1199
O -1.5265 1.0881 -1.3830
O 0.2383 2.4098 -1.8722
O 0.8567 -0.2451 -0.9978
O -1.2465 1.6171 0.7710
O 1.2521 -2.3659 -1.3750
O 2.9698 -1.2463 -0.6976
C 3.2261 -0.3156 0.3721
C 4.1134 -5.6642 1.0697
C 3.7091 -4.1912 1.1024
C -7.5771 5.9583 -0.8909
C -5.1203 1.8297 -0.7112
C -6.4455 2.3862 -1.2201
C 3.7452 1.9797 1.1763
C 2.5530 -3.9054 2.0552
C 5.8339 -5.4931 2.9857
C 4.6297 -6.2265 2.3961
C 7.0713 -5.5521 2.0962
C -1.6314 2.6395 -3.2744
C -6.1709 5.4376 -0.6128
C -5.5403 4.7298 -1.8113
C -6.2735 3.4718 -2.2820
C -0.8484 2.0463 -2.0995
C 1.6754 -1.3407 -1.0208
C -1.0147 0.9131 -0.1010
C -0.0926 -0.3079 0.0658
C 3.2324 1.1703 -0.0616
H -7.0246 1.5667 -1.6553
H -0.9286 2.8433 -4.0885
H 2.8117 -4.1422 3.0890
H -7.9678 6.4817 -0.0165
H 6.0766 -5.9472 3.9508
H 3.8535 1.3365 -0.9475
H 4.2512 -0.5210 0.7171
H 2.2829 -2.8469 2.0181
H 2.2142 1.5439 -0.2439
H 3.3417 1.5210 2.0855
H -5.7278 3.0522 -3.1340
H -7.0342 2.7624 -0.3791
H 4.5664 -3.5642 1.3653
H 0.3615 -0.2809 1.0658
H 3.2525 -6.2617 0.7527
H -0.6735 -1.2463 0.0052
H -2.4262 1.9691 -3.6177
H 7.9088 -5.0427 2.5764
H -8.2694 5.1476 -1.1247
H -4.5039 4.4776 -1.5651
H 3.4097 -3.8922 0.0947
H 3.4221 3.0202 1.0880
H 3.8209 -6.2240 3.1333
H -7.5736 6.6595 -1.7284
H -2.0071 3.6089 -2.9178
H 4.8734 -5.8027 0.2951
H -5.2967 1.0382 0.0197
H 6.9004 -5.0671 1.1336
H -4.5366 1.4061 -1.5320
H -4.5185 2.5992 -0.2243
H 7.3685 -6.5869 1.9118
H 4.8932 -7.2788 2.2467
H 1.6704 -4.4870 1.7804
H -7.2598 3.7476 -2.6668
H -5.5345 6.2832 -0.3368
H -6.1901 4.7737 0.2559
H 5.5810 -4.4496 3.1941
H -5.4853 5.4322 -2.6498
H 2.5769 -0.4648 1.2502
*
```

Q: The lowest largest force on an atom belongs to which entry?
A: C20H39BrCdNO4PS3